Record 1
This record from the OMol25 dataset describes a molecular structure, C31H45N3S4SbV in a non-equilibrium geometry. The level of theory is wB97M-V/def2-TZVPD.

Structure (XYZ):
```
85
Properties=species:S:1:pos:R:3:forces:R:3
V -0.026863 0.607694 -0.838376 -1.0 1.5 -0.6
S -1.146861 2.329101 0.030600 0.2 -0.4 -0.1
Sb -1.717384 3.407377 -2.142966 -0.2 -0.1 0.0
S 1.043372 1.365988 -2.647035 0.4 -0.1 0.0
S -0.913982 1.090830 -3.086261 0.0 0.0 -0.1
S -3.941586 3.158336 -2.281025 0.1 0.0 0.0
C 1.895756 3.150811 3.337965 0.0 0.0 0.0
C 1.094594 3.334030 2.041680 0.1 0.0 0.1
C 0.107034 4.493554 2.197339 0.1 0.1 0.0
C 2.051824 3.511930 0.874485 -0.1 0.1 0.1
C 2.732039 4.719707 0.742799 0.0 0.1 0.0
C 3.737020 4.879805 -0.195412 0.0 -0.1 0.0
C 4.121146 3.799174 -0.972654 0.0 0.1 0.0
C 3.467477 2.574827 -0.877304 0.1 0.0 -0.1
C 4.065065 1.368089 -1.588263 0.0 0.1 0.0
C 5.278878 0.859747 -0.796787 0.0 0.0 0.0
C 4.474640 1.646633 -3.035691 0.0 0.0 0.0
C 2.376244 2.472337 -0.003731 -0.2 -0.3 0.0
N 1.631286 1.226746 0.084178 0.6 -0.1 0.5
C 2.169198 0.349892 0.958772 -0.1 0.3 -0.2
C 1.468038 -0.802643 1.096683 -0.3 -0.2 -0.3
N 0.318317 -0.829270 0.360857 0.5 -0.9 0.7
C -0.405970 -2.077855 0.519606 0.2 0.5 -0.1
C -1.118072 -2.289643 1.705163 -0.1 0.0 0.2
C -1.809204 -3.490345 1.837326 0.0 -0.1 0.0
C -1.790174 -4.448938 0.831841 0.0 0.1 0.0
C -1.060650 -4.217442 -0.322950 0.0 0.0 0.0
C -0.352846 -3.030079 -0.498282 0.0 -0.1 -0.1
C 0.446434 -2.819060 -1.774005 -0.1 -0.1 0.0
C -0.456314 -2.776631 -3.010496 0.0 -0.1 0.0
C 1.530551 -3.889937 -1.930805 0.0 0.0 0.0
C -1.154867 -1.254377 2.823956 -0.1 0.0 0.0
C -2.355913 -0.310192 2.688883 0.0 -0.1 0.0
C -1.143303 -1.891142 4.215053 0.0 0.0 0.0
H 1.219656 3.011879 4.186566 0.0 0.0 0.0
H 2.515331 4.029945 3.538513 0.0 0.0 0.0
H 2.556809 2.281170 3.285420 0.0 0.1 0.0
H 0.525757 2.422962 1.879883 0.0 0.0 0.0
H 0.595299 5.374152 2.626148 0.0 0.0 0.0
H -0.706463 4.207888 2.869803 0.1 0.0 0.0
H -0.333287 4.774944 1.241149 0.0 0.0 0.0
H 2.478297 5.542552 1.402942 0.0 -0.1 0.0
H 4.248935 5.829921 -0.291540 0.0 0.0 0.0
H 4.958683 3.902225 -1.654269 -0.1 0.0 0.0
H 3.332487 0.563968 -1.585971 -0.1 -0.1 0.0
H 6.058679 1.625653 -0.761775 0.0 0.0 0.0
H 5.698239 -0.033366 -1.268559 0.0 0.1 0.0
H 5.011530 0.607958 0.231812 0.0 0.0 -0.1
H 5.355072 2.292619 -3.078672 0.0 0.0 0.0
H 3.676895 2.126731 -3.602935 0.0 0.0 0.0
H 4.734440 0.710845 -3.536333 0.0 0.0 0.0
H 3.086156 0.573749 1.483270 0.0 0.1 0.0
H 1.771429 -1.651155 1.690465 -0.1 0.0 0.1
H -2.362761 -3.687969 2.748671 0.0 0.0 -0.1
H -2.336631 -5.377342 0.955922 0.0 0.0 0.0
H -1.032915 -4.972680 -1.101140 0.0 0.0 0.0
H 0.955986 -1.861343 -1.705047 0.1 0.2 0.0
H -1.005960 -3.716522 -3.118570 0.0 0.0 0.0
H 0.139741 -2.630270 -3.913947 0.0 0.0 0.0
H -1.184084 -1.964744 -2.956187 0.1 0.0 0.0
H 1.090241 -4.856372 -2.191683 0.0 0.0 0.0
H 2.100885 -4.017652 -1.009079 0.0 0.0 0.0
H 2.224721 -3.615372 -2.728461 -0.1 0.0 0.0
H -0.256908 -0.645077 2.743218 0.0 0.0 0.0
H -3.288536 -0.867439 2.821721 0.0 0.0 0.0
H -2.380006 0.185152 1.718058 0.0 0.0 0.0
H -2.317876 0.467815 3.456586 0.0 -0.1 0.0
H -2.113857 -2.329213 4.466152 0.1 0.0 0.0
H -0.930376 -1.129051 4.967859 0.0 0.0 0.0
H -0.385579 -2.673732 4.299234 0.0 0.0 0.0
C -4.281238 -2.663099 -1.917430 0.0 0.0 0.0
C -4.385052 -1.305075 -1.208138 0.2 0.1 0.0
C -4.981280 -1.475215 0.194347 0.0 0.0 0.0
C -5.216466 -0.318831 -2.038438 0.0 0.0 0.0
C -3.008547 -0.774002 -1.077951 -0.5 -0.2 0.0
N -1.935875 -0.391678 -0.988043 0.2 -0.1 0.2
H -5.288488 -3.070035 -2.023550 0.0 0.0 0.0
H -3.672912 -3.363960 -1.342479 0.0 0.0 0.0
H -3.845186 -2.552355 -2.912129 0.0 0.0 0.0
H -5.993439 -1.870800 0.089551 0.0 0.0 0.0
H -5.033976 -0.518635 0.716001 0.0 0.0 0.0
H -4.389623 -2.172422 0.789844 0.0 0.0 0.0
H -6.222788 -0.731188 -2.143875 0.0 0.0 0.0
H -4.788355 -0.174544 -3.031810 0.0 0.0 0.0
H -5.271727 0.659974 -1.560233 0.0 -0.1 0.0
```
Forces are in eV/Å.

The spin multiplicity is 1. The net charge is 0. The relative energy (zero: lowest compared OMol25 entry of this formula, charge and spin) comes out at 0.0 kJ/mol. The value obtained for the lowest unoccupied orbital energy (spin up / spin down) is -1.020 / -1.029 eV.



Record 2
This record from the OMol25 dataset describes a molecular structure, C31H45N7O3P3PdS in a non-equilibrium geometry. The level of theory is wB97M-V/def2-TZVPD.

Structure (XYZ):
```
91
Properties=species:S:1:pos:R:3:forces:R:3
Pd 0.058971 1.047884 0.439074 0.1 1.4 0.3
N 0.361871 2.711584 2.336174 -0.2 -0.2 -0.5
N 1.615471 2.657184 2.960274 0.0 0.2 0.1
C 2.474671 1.636884 2.786274 -0.1 0.0 0.0
N 3.605171 1.630184 3.485074 -0.3 0.1 -0.1
S 2.176471 0.355384 1.719374 -0.1 0.0 -0.9
H 0.171471 3.655984 2.001374 0.2 -0.1 0.1
H -0.394329 2.422184 2.968474 0.4 -0.1 -0.2
H 1.833371 3.353884 3.668074 -0.2 0.0 -0.2
H 3.879971 2.369484 4.111874 -0.1 0.1 0.1
H 4.264971 0.883884 3.332174 0.0 0.0 0.0
C 5.804471 3.691284 -1.947526 0.0 0.0 0.0
C 5.047171 4.005384 -0.828726 -0.1 0.1 0.1
C 3.800571 3.431684 -0.654126 0.0 0.0 0.0
C 3.317271 2.531284 -1.602126 -0.4 0.0 1.4
C 4.083971 2.204984 -2.719726 -0.2 -0.4 -0.1
C 5.320771 2.798684 -2.891526 0.0 0.1 0.0
P 1.668771 1.789484 -1.361726 -0.7 -1.0 -2.2
C 1.791771 0.171184 -2.168226 0.0 0.2 0.7
C 1.045871 -0.179016 -3.292726 -0.2 0.1 0.0
C 1.255471 -1.408216 -3.890226 0.0 0.1 -0.1
C 2.183071 -2.295316 -3.363726 0.0 0.0 0.0
C 2.900171 -1.962116 -2.222926 0.1 0.0 0.1
C 2.710071 -0.733116 -1.624926 0.1 0.0 0.1
C 0.496471 2.687984 -2.421726 0.0 0.1 0.5
C 0.816071 3.128584 -3.694726 0.2 -0.1 0.8
C -0.183129 3.636084 -4.524726 -0.6 0.0 -0.1
C -1.493929 3.691884 -4.096326 0.6 0.0 -0.1
C -1.841029 3.320584 -2.781026 -0.1 -0.1 0.6
C -3.150329 3.430684 -2.264926 -0.1 -0.1 0.4
C -3.423929 3.148984 -0.942426 0.1 0.5 -0.8
C -2.395729 2.762884 -0.070526 1.4 -0.5 0.9
C -1.122929 2.549584 -0.568226 -1.5 -1.0 -0.4
C -0.817829 2.828484 -1.915826 1.0 -0.2 0.2
H 6.778271 4.133584 -2.084426 0.1 0.1 0.0
H 5.433571 4.692384 -0.091826 0.0 0.1 0.0
H 3.199171 3.666184 0.215374 0.1 0.1 0.1
H 3.721471 1.494784 -3.447526 0.0 -0.1 -0.1
H 5.917771 2.562784 -3.758426 0.0 -0.1 -0.1
H 0.331271 0.508884 -3.719226 -0.1 0.0 0.0
H 0.704271 -1.662616 -4.783326 0.0 0.0 -0.1
H 2.358271 -3.246216 -3.841626 0.0 -0.1 -0.1
H 3.612771 -2.660816 -1.813526 0.1 0.0 0.0
H 3.288071 -0.458216 -0.751426 0.1 0.0 0.0
H 1.832271 3.069284 -4.055026 0.1 0.0 0.0
H 0.084371 3.962184 -5.516726 0.0 0.0 -0.1
H -2.268629 4.042384 -4.762126 -0.1 0.1 0.0
H -3.939629 3.784484 -2.913226 -0.1 0.0 0.0
H -4.428529 3.275584 -0.559426 0.1 0.0 0.1
H -2.609829 2.662684 0.991174 -0.1 -0.3 -0.1
C 0.932671 -1.790616 4.413574 0.1 0.0 0.3
N 0.524671 -2.154916 3.076974 -1.3 0.8 -0.7
C 1.067971 -3.387816 2.561974 0.3 -0.3 -0.2
P -0.905829 -1.460216 2.557674 -0.1 -3.2 1.0
O -0.846929 0.010284 2.475674 0.1 1.9 -0.9
O -1.083129 -2.216916 1.167374 0.1 0.5 -0.3
P -1.868129 -1.783416 -0.212126 -1.1 -2.3 1.2
O -1.327329 -0.493716 -0.684126 0.9 2.0 -0.2
N -3.461929 -1.740216 0.251274 1.4 0.2 -0.9
C -3.959329 -0.562716 0.929674 -0.1 0.2 0.2
C -4.468829 -2.698616 -0.152126 -0.2 -0.3 0.0
N -1.499429 -3.081816 -1.151326 -0.5 1.1 0.6
C -1.521929 -4.448916 -0.664026 0.1 -0.3 0.1
C -1.525229 -2.917516 -2.591726 0.0 0.0 -0.4
N -2.222029 -1.943316 3.468674 1.1 0.9 -0.9
C -2.606929 -1.098716 4.581174 -0.3 0.3 0.4
C -2.475629 -3.358116 3.639674 0.1 -0.4 0.0
H 2.017371 -1.682316 4.450474 0.1 0.1 0.0
H 0.650271 -2.550416 5.147774 0.0 0.0 0.0
H 0.467271 -0.842716 4.682774 0.1 0.0 0.2
H 2.150971 -3.285216 2.464374 0.0 -0.1 0.0
H 0.649771 -3.593016 1.580974 0.1 -0.1 0.0
H 0.865971 -4.230616 3.227474 0.0 0.0 0.0
H -3.120329 0.066684 1.229074 -0.1 0.1 0.1
H -4.512529 -0.865816 1.821174 0.0 0.1 0.0
H -4.628229 0.010884 0.281874 0.0 0.0 0.0
H -4.042429 -3.434116 -0.825926 0.0 -0.1 -0.1
H -5.295329 -2.197216 -0.659626 0.1 0.0 -0.1
H -4.877229 -3.218316 0.718274 0.0 0.0 0.0
H -1.653329 -4.453516 0.414574 0.0 -0.1 0.0
H -0.575529 -4.936516 -0.910426 0.0 0.0 0.1
H -2.326929 -5.031216 -1.119426 0.0 0.1 0.0
H -1.607129 -1.856616 -2.817426 0.0 0.0 -0.2
H -2.371829 -3.447516 -3.036026 0.0 0.0 0.0
H -0.604629 -3.307616 -3.033926 -0.1 0.0 0.1
H -2.307329 -0.075816 4.361974 -0.1 0.0 0.2
H -2.151729 -1.415416 5.524974 0.0 0.0 0.0
H -3.691229 -1.132816 4.704674 0.0 0.0 0.0
H -1.742129 -3.844216 4.290774 0.0 0.0 0.0
H -2.464729 -3.851616 2.669674 -0.1 -0.1 0.0
H -3.457929 -3.481416 4.095474 0.0 0.0 -0.1
```
Forces are in eV/Å.

The spin multiplicity is 1. The net charge is +3. The relative energy (zero: lowest compared OMol25 entry of this formula, charge and spin) comes out at 0.0 kJ/mol. The value obtained for the lowest unoccupied orbital energy (spin up / spin down) is -11.715 / -11.544 eV.